Record 1
# C3HFHgO

A structure of composition C3HFHgO (wB97M-V/def2-TZVPD, OMol25).

## Properties
max |F|	0.1456	hartree/bohr
E_tot	-443.22780	a.u.
molecular weight	272.63	g mol⁻¹
HOMO (spin up / spin down)	-8.3 / -8.3	eV

XYZ file:
```
7
C3HFHgO wB97M-V/def2-TZVPD
Hg -0.42266 1.62333 -0.09264
F -1.66640 2.86448 0.05653
O 0.47707 -3.01314 0.88561
C 0.61144 -1.99091 0.27859
C 0.91739 -1.10035 -0.62389
C 0.99828 0.14474 -0.12950
H 1.98507 0.19163 -0.87277
```

Record 2
# C3HFO

A cluster of 2 separate species, C3HFO in total (wB97M-V/def2-TZVPD, OMol25).

## Properties
max |F|	0.0803	hartree/bohr
energy above the lowest of the compared OMol25 structures with the same formula, charge and spin	78.5	kcal per mole
E_tot	-289.80497	a.u.
molecular weight	72.04	g mol⁻¹
HOMO (spin up / spin down)	-9.4 / -8.9	eV

XYZ file:
```
6
C3HFO wB97M-V/def2-TZVPD
F -0.36479 1.85420 0.76582
O 0.51904 -0.39612 2.18069
C -0.34295 -0.24750 -1.34306
C 0.26620 -0.23838 -0.27537
C 0.53610 -0.45297 1.04100
H -0.61360 -0.51924 -2.36907
```

Record 3
# C3HIN2O

An isolated molecule of C3HIN2O (wB97M-V/def2-TZVPD, OMol25).

## Properties
SMILES	O=C1N=NC=C1I
max |F|	0.0923	hartree/bohr
energy above the lowest of the compared OMol25 structures with the same formula, charge and spin	34.1	kcal per mole
E_tot	-597.25088	a.u.
molecular weight	207.96	g mol⁻¹
HOMO	-9.6	eV

XYZ file:
```
8
C3HIN2O wB97M-V/def2-TZVPD
I -0.24257 2.77678 0.29565
O -0.73815 -0.37187 2.23714
N 0.32687 -1.32990 -0.79169
N -0.05013 -1.61865 0.36302
C -0.04085 0.77911 -0.07076
C 0.38277 0.02439 -1.09133
C -0.37214 -0.53480 1.13231
H 0.73420 0.27492 -2.07435
```

Record 4
# C3HLiMgO4

A structure of composition C3HLiMgO4 (wB97M-V/def2-TZVPD, OMol25).

## Properties
max |F|	0.0859	hartree/bohr
energy above the lowest of the compared OMol25 structures with the same formula, charge and spin	33.5	kcal per mole
E_tot	-622.87198	a.u.
molecular weight	132.28	g mol⁻¹
HOMO	-16.9	eV
net charge	+2

XYZ file:
```
10
C3HLiMgO4 wB97M-V/def2-TZVPD
Mg 0.28859 2.07337 -0.00962
O 2.62332 -1.31517 -0.04055
O 1.93248 0.78740 0.03571
O 0.45707 -0.88447 0.14845
O -2.95963 -0.28512 0.23199
C 1.72912 -0.55326 0.19403
C -0.52025 0.12143 0.12530
C -1.78189 -0.17401 0.17608
Li -4.63142 -0.66029 -0.56974
H 2.86261 0.89012 -0.29166
```

Record 5
# C3HMgO4Tl

A structure of composition C3HMgO4Tl (wB97M-V/def2-TZVPD, OMol25).

## Properties
max |F|	0.1266	hartree/bohr
energy above the lowest of the compared OMol25 structures with the same formula, charge and spin	0.0	kcal per mole
E_tot	-787.78737	a.u.
molecular weight	329.72	g mol⁻¹
HOMO	-16.3	eV
net charge	+2

XYZ file:
```
10
C3HMgO4Tl wB97M-V/def2-TZVPD
Tl -5.34065 -1.10764 -0.77578
Mg 0.26440 2.21502 0.03524
O 0.55832 -0.68852 0.25192
O -2.89696 -0.40394 0.20660
O 2.70914 -0.88983 -0.01279
O 1.93631 1.05306 0.04966
C -1.73347 -0.18635 0.17065
C -0.50462 0.22384 0.14845
C 1.74292 -0.15087 0.41126
H 3.26460 -0.06477 -0.48522
```

Record 6
# C3HN

An isolated molecule of C3HN (wB97M-V/def2-TZVPD, OMol25).

## Properties
SMILES	C#CC#N
max |F|	0.0870	hartree/bohr
energy above the lowest of the compared OMol25 structures with the same formula, charge and spin	3.5	kcal per mole
E_tot	-169.57614	a.u.
molecular weight	51.05	g mol⁻¹
HOMO	-11.1	eV

XYZ file:
```
5
C3HN wB97M-V/def2-TZVPD
N 1.90406 -0.03605 0.01303
C -0.63494 -0.04679 -0.00234
C 0.72758 0.09544 -0.01663
C -1.82753 -0.03510 -0.00669
H -2.91917 0.17106 0.06281
```

Record 7
# C3HN2O3

The ion C3HN2O3 with charge -1 (wB97M-V/def2-TZVPD, OMol25).

## Properties
SMILES	O=C=NC(=O)/N=C/[O-]
max |F|	0.0832	hartree/bohr
energy above the lowest of the compared OMol25 structures with the same formula, charge and spin	29.7	kcal per mole
E_tot	-450.20643	a.u.
molecular weight	113.05	g mol⁻¹
HOMO	-5.1	eV
net charge	-1

XYZ file:
```
9
C3HN2O3 wB97M-V/def2-TZVPD
O 1.64721 -1.85322 0.03422
O -2.77843 -0.83960 0.38833
O 0.88238 2.70640 -0.09011
N -0.43016 -1.26699 0.15852
N 1.29113 0.48730 0.06077
C -1.62194 -1.19895 0.25181
C 0.52645 1.57948 -0.32312
C 0.98641 -0.78561 0.16218
H -0.50306 1.17119 -0.64259
```

Record 8
# C3HN2O3

A cluster of 2 separate species, C3HN2O3 in total (wB97M-V/def2-TZVPD, OMol25).

## Properties
max |F|	0.0777	hartree/bohr
energy above the lowest of the compared OMol25 structures with the same formula, charge and spin	41.2	kcal per mole
E_tot	-450.18807	a.u.
molecular weight	113.05	g mol⁻¹
HOMO	-5.3	eV
net charge	-1

XYZ file:
```
9
C3HN2O3 wB97M-V/def2-TZVPD
O 2.88323 -1.88890 0.39940
O 3.31026 2.26447 0.35710
O 1.22112 2.12064 -0.38426
N 2.39421 0.23958 -0.47437
N -0.46133 0.16923 0.17802
C 2.31706 1.74757 -0.07340
C -0.85128 1.23854 -0.02335
C 2.62152 -0.83714 -0.07320
H 0.32997 -0.51894 0.14339
```

Please write out number 2 again, unchanged.
# C3HFO

A cluster of 2 separate species, C3HFO in total (wB97M-V/def2-TZVPD, OMol25).

## Properties
max |F|	0.0803	hartree/bohr
energy above the lowest of the compared OMol25 structures with the same formula, charge and spin	78.5	kcal per mole
E_tot	-289.80497	a.u.
molecular weight	72.04	g mol⁻¹
HOMO (spin up / spin down)	-9.4 / -8.9	eV

XYZ file:
```
6
C3HFO wB97M-V/def2-TZVPD
F -0.36479 1.85420 0.76582
O 0.51904 -0.39612 2.18069
C -0.34295 -0.24750 -1.34306
C 0.26620 -0.23838 -0.27537
C 0.53610 -0.45297 1.04100
H -0.61360 -0.51924 -2.36907
```